41
Properties=species:S:1:pos:R:3:lowdin_charge:R:1 method="wB97M-V/def2-TZVPD" lumo_ev=-2.520 charge=+1 gap_ev=9.103 homo_energy_ha=-0.4271 e_above_lowest_kcal_mol=5.74
K 0.08613 -0.27488 -0.02619 0.84
C 0.62898 1.69384 3.58012 -0.04
C 1.35560 1.63124 2.26948 -0.29
C 1.15140 2.60025 1.29272 -0.02
C 1.81967 2.55610 0.07228 -0.29
C 1.59680 3.62027 -0.96277 -0.04
C 2.70442 1.50678 -0.16306 -0.05
C 2.94227 0.52603 0.79682 -0.31
C 3.89787 -0.59951 0.52577 -0.04
C 2.25028 0.59772 2.00302 -0.05
H -0.32465 2.21142 3.48101 0.08
H 1.22053 2.22907 4.32484 0.09
H 0.42397 0.69750 3.96919 0.08
H 0.45237 3.40742 1.48400 0.13
H 2.22217 4.49334 -0.76797 0.09
H 0.56091 3.96109 -0.96873 0.08
H 1.84200 3.26313 -1.96303 0.08
H 3.21367 1.44760 -1.11941 0.13
H 4.89145 -0.37750 0.91897 0.09
H 4.00455 -0.78457 -0.54341 0.08
H 3.56859 -1.52736 0.99631 0.08
H 2.39049 -0.18575 2.74046 0.13
N -2.98430 -0.30722 -2.33899 0.05
N -4.04855 -0.62926 -1.49506 -0.03
C -3.87922 -0.72578 -0.15164 -0.39
N -4.98605 -0.99857 0.54133 0.20
N -2.62283 -0.57735 0.26605 0.09
N -2.42939 -0.58148 1.65139 -0.42
O -1.24772 -0.49898 1.94584 -0.10
O -3.32040 -0.64632 2.46845 0.08
H -3.21615 0.51623 -2.88074 0.10
H -2.78004 -1.08402 -2.95621 0.09
H -4.94555 -0.85327 -1.89901 0.15
H -5.87048 -1.00049 0.06328 0.12
H -4.96541 -1.01335 1.54739 0.10
C 0.78883 -4.45503 -3.40178 -0.04
C 0.60140 -3.26015 -2.58699 -0.24
N 0.47154 -2.32657 -1.93441 0.10
H 0.67963 -4.21687 -4.45655 0.09
H 0.06022 -5.20881 -3.11203 0.09
H 1.79498 -4.82596 -3.21076 0.09


35
Properties=species:S:1:pos:R:3:lowdin_charge:R:1 method="wB97M-V/def2-TZVPD" lumo_ev="-3.520 / -8.007" charge=+1 gap_ev="6.286 / 5.483" homo_energy_ha="-0.3604 / -0.4957" e_above_lowest_kcal_mol=34.40 multiplicity=3
C -1.77578 1.48497 0.59103 -0.23
C -1.72509 -0.82681 -0.75903 -0.09
C -0.37213 -0.07442 -0.84248 -0.10
C -1.98491 0.14519 1.31548 -0.18
C -0.54501 -0.28696 1.54477 -0.03
C 0.28056 2.40701 -0.77039 0.02
C -1.99642 1.89762 -1.64819 -0.01
C 2.61514 -0.95764 -0.71540 0.00
C 2.09937 -1.26877 1.71307 -0.02
C 0.97021 -2.63882 -0.15695 -0.03
C -0.95919 1.43743 -0.65970 -0.38
C 1.50379 -1.24631 0.28035 -0.45
N -2.12072 2.57409 1.11882 0.37
N -2.44063 -0.70908 0.23182 0.11
N 0.19478 -0.45332 0.44928 -0.04
H -2.29991 -1.34825 -1.55092 0.15
H 0.24725 -0.31021 -1.62756 0.12
H -2.60570 0.08094 2.29310 0.19
H -2.41424 2.47309 2.08766 0.14
H -0.15957 -0.64112 2.53480 0.14
H 0.09896 3.32536 -1.23649 0.06
H 0.54793 2.46812 0.35646 0.12
H 1.22549 1.90847 -1.18876 0.10
H -1.99255 2.91266 -1.58915 0.06
H -2.99138 1.62765 -1.37162 0.10
H -1.67992 1.68484 -2.69250 0.14
H 2.46267 -0.04764 -1.25650 0.07
H 3.53374 -1.00755 -0.26202 0.06
H 2.61019 -1.80129 -1.39140 0.09
H 1.79795 -1.95010 2.41829 0.06
H 2.17525 -0.26861 2.20261 0.11
H 3.08140 -1.55267 1.44841 0.06
H 1.77710 -3.46577 -0.15272 0.14
H 0.27358 -3.01917 0.47543 0.05
H 0.56780 -2.55293 -1.18957 0.10


36
Properties=species:S:1:pos:R:3:lowdin_charge:R:1 method="wB97M-V/def2-TZVPD" lumo_ev=0.526 charge=0 gap_ev=10.707 homo_energy_ha=-0.3741 e_above_lowest_kcal_mol=2.55
C 0.69599 2.87387 3.91545 -0.10
H 1.14263 3.82166 3.62051 0.07
H 0.13790 3.03019 4.83600 0.07
C 1.77736 1.81885 4.12415 -0.25
H 2.47584 2.18214 4.88099 0.10
C 2.54994 1.50360 2.83745 -0.17
C 1.93108 0.37041 2.02211 -0.16
H 1.86452 -0.54216 2.62259 0.13
H 2.52802 0.17307 1.12724 0.13
O 0.62144 0.69977 1.55503 0.00
C -0.39909 0.01360 2.05514 -0.53
O -0.34239 -0.80094 2.93673 0.13
C -1.69226 0.44658 1.42883 0.06
C -2.15156 -0.09237 0.30624 0.03
C -1.36954 -1.12519 -0.41120 -0.47
O -0.27246 -1.50559 -0.08452 0.13
O -2.04895 -1.58955 -1.46275 0.00
C -1.41245 -2.59458 -2.25145 -0.17
C -0.45826 -1.98724 -3.27675 -0.19
C -1.18493 -1.09574 -4.28128 -0.27
C -0.21818 -0.47080 -5.27885 -0.11
H -0.75267 0.15947 -5.98544 0.07
H 0.30664 -1.24355 -5.83637 0.07
H 0.51999 0.13996 -4.76393 0.07
H -1.92848 -1.69032 -4.81717 0.11
H -1.71532 -0.30779 -3.74276 0.11
H 0.04485 -2.80326 -3.79859 0.12
H 0.29990 -1.40690 -2.74700 0.12
H -2.22790 -3.12866 -2.74379 0.13
H -0.86699 -3.27185 -1.58588 0.13
H -3.10213 0.17535 -0.12941 0.12
H -2.25606 1.18388 1.98254 0.13
H 2.61187 2.40055 2.21865 0.11
H 3.56667 1.19147 3.08276 0.11
H 1.32493 0.90184 4.50642 0.11
H 0.00008 2.57025 3.13829 0.06


34
Properties=species:S:1:pos:R:3:lowdin_charge:R:1 method="wB97M-V/def2-TZVPD" lumo_ev=0.869 charge=0 gap_ev=9.751 homo_energy_ha=-0.3264 e_above_lowest_kcal_mol=91.33
C -0.40283 1.96447 -0.09841 0.01
C 0.75478 1.79131 0.06982 -0.01
C 3.22177 -0.92170 -0.21869 -0.51
C 2.05622 -0.27761 0.34501 -0.49
C 3.76276 -2.22461 0.32493 -0.11
C -3.75371 -2.40046 0.39061 -0.16
C 2.77055 2.12059 1.48465 0.02
C -1.78953 2.20530 -0.56156 -0.20
C -3.41369 -1.36229 -0.56603 -0.30
C -2.28011 0.89163 -1.10666 -0.25
C -2.95852 0.01157 -0.03905 -0.25
C 2.10603 1.41828 0.28252 -0.56
O 2.89821 1.62353 -0.85876 -0.05
S 1.63018 -0.92365 -1.27648 0.87
H 3.92787 -0.37120 -0.81068 0.10
H 1.51699 -0.62543 1.27211 0.14
H 2.99121 -2.99878 0.51149 0.08
H 4.24248 -2.02754 1.31498 0.08
H 4.63010 -2.56015 -0.34425 0.10
H -4.77931 -2.27749 0.77469 0.08
H -3.79200 -3.43403 0.00572 0.08
H -3.13341 -2.37771 1.28893 0.07
H 2.71982 1.42790 2.37438 0.10
H 2.10934 2.93132 1.53417 0.05
H 3.81322 2.39671 1.05690 0.13
H -2.47173 2.42194 0.18226 0.08
H -1.72144 2.98533 -1.29028 0.11
H -2.65620 -1.66277 -1.43757 0.15
H -4.42202 -1.09422 -1.05118 0.13
H -1.25305 0.46064 -1.45380 0.12
H -3.06462 1.06901 -1.95897 0.14
H -3.59252 0.61592 0.66820 0.13
H -2.10874 0.04296 0.70626 0.12
H 2.44191 1.16125 -1.51529 -0.01


40
Properties=species:S:1:pos:R:3:lowdin_charge:R:1 method="wB97M-V/def2-TZVPD" lumo_ev=-0.085 charge=0 gap_ev=8.472 homo_energy_ha=-0.3145 e_above_lowest_kcal_mol=333.40
C -0.18357 2.26511 -2.72859 -0.08
H -0.11776 2.35178 -3.76554 0.08
H -0.16577 1.17045 -2.37607 0.10
C 0.63366 3.27373 -2.04827 -0.46
C 2.03033 3.04951 -2.36434 -0.12
H 2.87387 3.66357 -1.79053 0.12
H 2.56762 1.99519 -1.86366 0.14
H 2.31410 2.84765 -3.41273 0.07
H 0.46243 4.19420 -2.58943 0.14
C 0.31777 3.38310 -0.55513 0.02
C 0.78786 1.92531 0.24640 -0.68
O 1.70308 1.99615 0.83332 0.21
N -0.16324 1.23631 0.07669 0.17
H -0.91374 1.05469 -0.33681 0.00
C -0.07214 -0.04809 0.98057 -0.40
N 0.55598 -1.31243 0.52845 0.07
H 1.43940 -1.34411 0.67983 0.04
C 0.17073 -1.60764 -0.85017 -0.24
C 1.12161 -1.39463 -1.74214 -0.47
C 1.09671 -1.81068 -3.19668 -0.11
H 1.55023 -1.17373 -4.01957 0.13
C 1.65127 -3.32758 -3.21289 -0.07
H 0.67799 -3.99811 -2.94578 0.15
C 2.67892 -3.28639 -2.03059 -0.04
H 3.31344 -3.48766 -2.57513 0.00
O 2.36359 -1.98992 -1.34191 -0.10
H 2.33305 -3.86226 -1.40121 0.04
H 1.83962 -3.67185 -4.13119 0.05
H 0.08248 -1.64228 -3.53837 0.09
H 1.50772 -0.19382 -1.66226 0.20
H -0.16877 -2.83842 -0.90325 0.20
H -0.91169 -1.11479 -1.26625 0.16
C -1.33722 -0.24189 1.84216 -1.32
Cl -2.65759 -0.36770 0.60961 0.60
Cl -1.65837 1.34829 2.65898 0.60
Cl -1.27578 -1.75059 3.01588 0.51
H 0.60885 0.23064 1.74695 0.11
H -0.51251 3.47396 -0.30112 -0.02
H 0.89061 4.14230 -0.15461 0.10
H -1.14292 2.35206 -2.67380 0.02


41
Properties=species:S:1:pos:R:3:lowdin_charge:R:1 method="wB97M-V/def2-TZVPD" lumo_ev=-3.729 charge=+1 gap_ev=9.829 homo_energy_ha=-0.4983
C -0.85885 3.79209 -0.65368 -0.07
C -1.36966 2.38004 -0.33425 -0.40
C -1.43749 2.23730 1.17723 -0.07
C -0.42541 1.38439 -1.03942 -0.12
C -0.36791 -0.01158 -0.45630 -0.16
N -1.32901 -0.93793 -1.24760 0.20
C -0.65269 -2.06604 -1.41647 -0.33
N -1.07410 -3.29540 -1.34456 0.28
C -2.44898 -3.65503 -1.05304 -0.58
F -2.89430 -2.94716 -0.00835 0.18
F -2.45378 -4.96706 -0.76075 0.19
F -3.21879 -3.41196 -2.12753 0.19
N 0.70263 -1.79474 -1.68185 0.13
C 0.95697 -0.87174 -0.50109 -0.22
C 2.29884 -0.21288 -0.61377 -0.13
C 2.94932 0.04247 0.75815 -0.14
C 1.92276 0.51420 1.79182 -0.08
C 1.22827 -0.56833 2.54418 -0.53
O 0.05018 -0.50675 2.85996 0.09
O 1.99423 -1.62327 2.83866 0.13
H -0.91884 4.00626 -1.71176 0.08
H 0.19015 3.84109 -0.38117 0.08
H -1.37393 4.53745 -0.06756 0.08
H -2.37233 2.33262 -0.74322 0.13
H -1.90179 1.30350 1.46650 0.07
H -0.47554 2.35035 1.65678 0.08
H -2.08265 3.01001 1.57155 0.09
H 0.55056 1.84334 -1.11902 0.10
H -0.78808 1.28170 -2.05393 0.13
H -0.72766 -0.10130 0.55976 0.11
H -2.20199 -0.96195 -0.72993 0.16
H -0.41800 -4.04381 -1.52229 0.19
H 0.65328 -1.15846 -2.47666 0.15
H 0.87951 -1.53751 0.35030 0.14
H 2.28371 0.69084 -1.20676 0.11
H 2.93796 -0.91001 -1.14055 0.12
H 3.65782 0.84397 0.61805 0.12
H 3.47500 -0.84666 1.06358 0.11
H 2.43654 1.12664 2.52534 0.14
H 1.20366 1.15595 1.30961 0.10
H 1.42037 -2.24463 3.30006 0.14